1.
Density functional theory data (ωB97M-V/def2-TZVPD) for a molecular structure, C18H34KN6O.

Charge   +1
LUMO level   -2.6 eV
Gap between HOMO and LUMO   0.2695 Eh
Strongest force on any atom   0.125 eV/Å

```
60
C18H34KN6O, DFT ωB97M-V/def2-TZVPD
N 1.47 0.33 0.10
H 0.98 -4.99 2.99
H 1.05 -4.56 4.71
C 1.38 2.73 0.47
H 4.80 1.45 -2.58
H 2.47 1.54 -3.49
H -5.09 -0.97 -2.22
H 2.39 2.67 0.85
C -2.92 1.22 1.41
C -4.62 1.44 -0.32
H -1.98 0.72 1.66
N -3.08 -0.46 -1.80
C 2.03 1.57 -2.49
C -0.74 -3.89 3.70
H 1.74 2.60 -2.27
H -0.01 -5.86 4.17
N -1.19 0.40 -0.83
H -1.41 -4.21 2.90
H 0.28 -2.24 4.02
H -2.75 2.30 1.51
C -2.34 -0.80 -3.00
C 4.43 -1.33 -0.99
C 2.63 0.28 -0.49
H -3.68 0.92 2.13
H 1.25 4.85 0.71
N 3.56 -0.63 -0.06
H 2.77 -2.23 1.06
C 0.39 -4.88 3.90
C 3.35 -1.31 1.20
H 1.14 0.95 -2.48
H -5.47 0.97 0.19
H -4.05 -2.31 -1.75
H -3.04 -0.93 -3.82
H 4.95 1.31 -0.82
H -4.60 -1.15 -0.53
C 0.74 3.95 0.39
C 0.76 1.55 0.05
C 4.32 1.67 -1.62
H -1.64 -0.01 -3.24
H -1.34 -3.80 4.61
N -3.35 0.86 0.08
H 4.23 2.75 -1.53
C -0.58 1.60 -0.39
H 5.47 -1.29 -0.65
H 4.31 -1.59 1.63
C -4.27 -1.26 -1.56
H 2.82 -0.65 1.88
H 4.36 -0.89 -1.98
H -4.76 1.35 -1.39
C -0.54 4.01 -0.13
H -1.78 -1.73 -2.88
C -2.49 0.30 -0.84
H 4.13 -2.39 -1.06
O -0.26 -2.60 3.31
H -1.05 4.97 -0.23
H -2.18 2.91 -0.93
H -4.63 2.51 -0.06
C -1.19 2.85 -0.51
K -0.18 -1.60 0.84
N 3.01 1.05 -1.55
```

---

2.
Density functional theory data (ωB97M-V/def2-TZVPD) for C10H8FIO in the gas phase at a distorted geometry.

Charge   0
LUMO level (spin up / spin down)   -0.6 / -0.8 eV
Gap between HOMO and LUMO (spin up / spin down)   0.2475 / 0.2264 Eh
Strongest force on any atom   4.415 eV/Å

```
21
C10H8FIO, DFT ωB97M-V/def2-TZVPD
C -2.74 1.88 1.79
C -3.19 0.76 1.19
H -2.68 -1.09 0.09
H -4.35 0.57 1.11
H -0.99 3.11 2.23
O 1.18 -1.73 -1.90
H 3.12 -0.44 -3.32
C -2.34 -0.13 0.53
F -0.50 -2.06 0.25
H 3.96 -0.22 -1.76
H 0.60 1.65 1.20
C 2.49 -1.64 -1.78
C 1.96 -2.50 -0.86
C 0.02 -0.80 0.05
C -0.48 1.44 0.98
C -0.91 0.21 0.51
H 4.32 -1.64 -2.88
H -3.51 2.49 2.34
I 1.92 -1.17 1.03
C 3.51 -0.89 -2.47
C -1.39 2.22 1.67
```

---

3.
Density functional theory data (ωB97M-V/def2-TZVPD) for 2 unconnected molecules or ions with the total composition C6H13N.

Charge   0
LUMO level   1.2 eV
Gap between HOMO and LUMO   0.3054 Eh
Strongest force on any atom   0.424 eV/Å

```
20
C6H13N, DFT ωB97M-V/def2-TZVPD
H -0.36 2.65 2.19
H -2.06 0.29 0.04
C -0.61 2.75 1.13
H 1.56 -3.14 0.53
C 0.26 0.42 0.61
H 1.31 2.26 0.29
H -0.49 3.81 0.86
H -1.67 2.49 1.00
H -0.84 -2.32 0.11
N 0.22 -0.50 -0.30
C -0.27 -0.91 -1.49
H 2.04 -2.41 -1.02
H 0.36 0.09 1.64
C 0.28 1.87 0.24
H 0.14 -0.73 -2.47
C 0.01 -1.93 -0.45
C 1.21 -2.86 -0.47
H -1.97 -0.03 -0.65
H 0.92 -3.78 -0.99
H -0.04 1.96 -0.80
```

---

4.
Density functional theory data (ωB97M-V/def2-TZVPD) for C4H6N2O in the gas phase at a distorted geometry.

<S²>   2.01
Charge   0
2S+1   3
LUMO level (spin up / spin down)   1.0 / -1.6 eV
Gap between HOMO and LUMO (spin up / spin down)   0.1989 / 0.2806 Eh
Strongest force on any atom   5.402 eV/Å

```
13
C4H6N2O, DFT ωB97M-V/def2-TZVPD
H -2.57 0.79 0.85
C 0.46 -1.03 -0.56
H -2.51 -0.95 0.69
N -0.40 -0.03 -0.22
H 0.11 1.99 0.52
H 0.03 -1.83 -1.10
C 0.40 0.95 0.32
O -1.63 0.08 -0.74
C 1.79 -0.69 -0.22
C 1.70 0.59 0.21
N -2.74 -0.01 0.21
H 2.55 1.25 0.41
H 2.81 -1.10 -0.36
```